An isolated molecule of C17H30N4O2. Source: the Open Molecules 2025 dataset; level of theory: ωB97M-V/def2-TZVPD.

Cartesian coordinates (Å):
C  1.139  -0.863  0.916
O  2.064  -0.618  -0.124
C  2.802  0.601  0.027
C  2.463  1.484  -1.171
N  1.024  1.660  -1.304
C  0.397  2.503  -0.391
O  1.026  3.295  0.295
N  -0.963  2.348  -0.298
C  -1.683  3.186  0.642
C  -1.768  1.772  -1.372
C  -2.500  0.539  -0.953
C  -2.164  -0.764  -1.184
N  -3.110  -1.516  -0.530
C  -3.979  -0.646  0.050
N  -3.641  0.600  -0.188
C  -5.137  -1.120  0.863
C  -5.460  -2.580  0.549
C  -4.184  -3.414  0.560
C  -3.244  -2.966  -0.547
C  4.299  0.300  0.205
C  4.475  -0.548  1.466
C  5.061  1.615  0.381
C  4.857  -0.472  -0.991
H  0.658  -1.817  0.703
H  1.635  -0.929  1.890
H  0.368  -0.085  0.967
H  2.453  1.120  0.928
H  2.919  2.465  -1.066
H  2.825  1.024  -2.091
H  0.554  0.775  -1.434
H  -1.011  3.487  1.439
H  -2.071  4.086  0.153
H  -2.524  2.625  1.049
H  -2.505  2.523  -1.675
H  -1.137  1.578  -2.236
H  -1.361  -1.219  -1.741
H  -4.888  -1.018  1.924
H  -5.988  -0.467  0.675
H  -6.177  -2.969  1.274
H  -5.931  -2.652  -0.436
H  -3.685  -3.306  1.528
H  -4.404  -4.474  0.426
H  -3.636  -3.275  -1.521
H  -2.254  -3.409  -0.429
H  3.948  -1.499  1.376
H  5.532  -0.763  1.633
H  4.097  -0.023  2.348
H  5.076  2.204  -0.537
H  4.615  2.228  1.168
H  6.098  1.412  0.658
H  4.848  0.127  -1.903
H  5.893  -0.759  -0.799
H  4.280  -1.381  -1.170

Properties
total energy = -1035.32181 Eh
SMILES string = CO[C@H](CNC(=O)N(C)Cc1cn2c(n1)CCCC2)C(C)(C)C
multiplicity = 1
maximum force = 0.3 eV/A